[1]
Entry from OMol25: an isolated molecule of C2H3N3O (ωB97M-V with the def2-TZVPD basis set).

Each line ends with the Löwdin charge.
Cartesian coordinates (Å):
N: 1.874 0.131 -0.087  0.1220
C: 0.696 0.241 0.501  -0.1516
N: -0.336 0.873 0.208  0.0912
C: -1.576 0.422 0.131  -0.2198
N: -1.801 -0.906 0.308  -0.0659
O: -0.763 -1.587 0.345  -0.0951
H: 1.919 0.114 -1.098  0.1183
H: 2.708 -0.121 0.419  0.1049
H: -2.406 1.099 0.015  0.0958

LUMO energy (alpha / beta), eV: -0.51 / -0.51
E_tot, eV: -8636.5243
Charge: 0
HOMO (alpha / beta), eV: -8.74 / -8.74
HOMO-LUMO gap (alpha / beta), eV: 8.24 / 8.24



[2]
Entry from OMol25: an isolated molecule of C8H6N2O2 at a distorted geometry (ωB97M-V with the def2-TZVPD basis set).

Each line ends with the Löwdin charge.
Cartesian coordinates (Å):
N: -2.766 2.007 0.536  0.1847
C: -1.857 1.339 0.709  -0.2042
C: -0.546 0.686 0.596  -0.2480
C: 0.415 1.460 -0.352  -0.1024
C: 1.710 0.726 -0.585  -0.0284
C: 1.894 -0.538 -0.205  -0.0143
C: 0.902 -1.452 0.347  -0.2243
O: 0.944 -2.548 0.787  0.1467
C: -0.832 -0.806 0.226  -0.3995
O: -1.558 -1.488 1.138  0.0663
C: -1.182 -0.881 -1.180  -0.1544
N: -1.366 -1.129 -2.281  0.1986
H: -0.266 0.777 1.682  0.1742
H: 0.749 2.417 0.305  0.1844
H: -0.176 1.663 -1.197  0.1030
H: 2.588 1.111 -1.065  0.1146
H: 2.795 -0.907 -0.475  0.0805
H: -1.449 -2.437 1.017  0.1226

LUMO energy, eV: -0.61
E_tot, eV: -15465.3617
Charge: 0
HOMO, eV: -9.76
HOMO-LUMO gap, eV: 9.14
SMILES: N#C[C@@H]1CC=CC(=O)[C@]1(O)C#N



[3]
Entry from OMol25: a cluster of 2 separate species, C4H12 in total at a distorted geometry (ωB97M-V with the def2-TZVPD basis set).

Each line ends with the Löwdin charge.
Cartesian coordinates (Å):
C: -1.836 1.009 1.666  -0.2115
C: -2.325 1.179 0.242  -0.1970
H: -1.400 -0.050 1.741  0.0826
H: -1.068 1.698 2.325  0.1118
H: -2.638 1.277 2.297  0.0206
H: -3.143 1.939 -0.113  0.0991
H: -1.530 1.471 -0.368  0.0188
H: -2.751 0.168 0.049  0.0733
C: 1.488 -1.420 -1.194  -0.2386
C: 2.723 -0.694 -0.732  -0.1941
H: 1.263 -2.493 -0.703  0.0914
H: 0.463 -0.839 -1.250  0.0877
H: 1.784 -1.922 -2.200  0.0687
H: 2.503 0.326 -0.886  0.0438
H: 3.629 -1.147 -1.143  0.0723
H: 2.586 -0.872 0.360  0.0711

LUMO energy, eV: 1.02
E_tot, eV: -4340.3331
Charge: 0
HOMO, eV: -10.72
HOMO-LUMO gap, eV: 11.74
SMILES: CC.CC



[4]
Entry from OMol25: a cluster of 2 separate species, CH5NO2 in total at a distorted geometry (ωB97M-V with the def2-TZVPD basis set).

Each line ends with the Löwdin charge.
Cartesian coordinates (Å):
N: 0.322 -0.476 1.295  0.1152
C: 0.013 0.807 0.987  -0.4259
O: 0.338 1.392 -0.022  0.0081
H: 0.774 -1.034 0.581  0.0962
H: -0.324 -1.072 1.779  0.0934
H: -0.591 1.312 1.752  0.1232
O: -0.533 -1.339 -1.855  -0.0719
H: -0.607 -0.380 -1.765  0.0223
H: -0.356 -1.487 -2.794  0.0394

LUMO energy, eV: 0.91
E_tot, eV: -6703.4065
Charge: 0
HOMO, eV: -10.20
HOMO-LUMO gap, eV: 11.11
SMILES: NC=O.O



[5]
Entry from OMol25: a cluster of 2 separate species, C9H20BNO5 in total (ωB97M-V with the def2-TZVPD basis set).

Each line ends with the Löwdin charge.
Cartesian coordinates (Å):
C: -2.591 0.734 0.614  -0.0450
O: -2.085 1.979 1.089  0.0575
B: -0.948 2.118 1.818  -0.6127
O: -0.268 3.305 1.655  0.1685
C: -0.374 0.988 2.802  -0.1730
C: -1.460 0.380 3.738  -0.1222
C: -1.270 -1.136 3.659  -0.0764
C: -0.455 -1.367 2.401  -0.4959
O: -0.285 -2.417 1.820  0.0631
N: 0.110 -0.170 2.032  0.1063
H: -3.101 0.175 1.401  0.0887
H: -1.793 0.117 0.203  0.0824
H: -3.310 0.967 -0.168  0.0954
H: 0.012 3.734 2.465  0.0998
H: 0.440 1.429 3.389  0.1350
H: -2.454 0.664 3.397  0.0996
H: -1.335 0.744 4.756  0.1135
H: -2.173 -1.739 3.692  0.1214
H: -0.610 -1.475 4.464  0.1284
H: 1.054 -0.187 1.677  0.1550
C: 1.397 1.020 -1.770  -0.1024
O: 1.878 -0.291 -1.550  -0.1930
C: 0.923 -1.304 -1.824  -0.2035
C: 1.117 -1.927 -3.189  -0.2044
O: 0.917 -1.001 -4.243  -0.1893
C: 2.115 -0.461 -4.766  -0.1137
H: 2.254 1.692 -1.769  0.0918
H: 0.867 1.117 -2.720  0.0873
H: 0.719 1.320 -0.960  0.0793
H: -0.093 -0.899 -1.744  0.1215
H: 1.032 -2.079 -1.060  0.1239
H: 0.385 -2.730 -3.312  0.1265
H: 2.117 -2.370 -3.254  0.1271
H: 2.629 -1.190 -5.402  0.0879
H: 2.795 -0.143 -3.972  0.0828
H: 1.843 0.402 -5.371  0.0888

LUMO energy, eV: 0.39
E_tot, eV: -22062.6864
Charge: 0
HOMO, eV: -9.15
HOMO-LUMO gap, eV: 9.54
SMILES: COB(O)[C@H]1CCC(=O)N1.COCCOC



[6]
Entry from OMol25: an isolated molecule of C5H6N2 at a distorted geometry (ωB97M-V with the def2-TZVPD basis set).

Each line ends with the Löwdin charge.
Cartesian coordinates (Å):
N: -0.659 -0.875 2.663  0.1585
C: -0.718 -0.978 1.511  -0.1886
C: -0.989 -0.905 0.091  -0.2425
C: -0.765 0.454 -0.510  -0.1819
C: 0.558 1.099 -0.043  -0.1018
C: 1.228 -0.202 -0.533  -0.1582
N: -0.060 -0.748 -1.028  0.0029
H: -1.783 -1.589 -0.216  0.1465
H: -1.580 0.989 -0.991  0.1325
H: 0.855 1.976 -0.632  0.1080
H: 0.669 1.342 1.018  0.1016
H: 1.900 -0.099 -1.387  0.1107
H: 1.693 -0.829 0.232  0.1125

LUMO energy, eV: 0.97
E_tot, eV: -8259.7443
Charge: 0
HOMO, eV: -9.79
HOMO-LUMO gap, eV: 10.76
SMILES: N#C[C@H]1[C@H]2CCN21



[7]
Entry from OMol25: an isolated molecule of C2H9N2P3 at a distorted geometry (ωB97M-V with the def2-TZVPD basis set).

Each line ends with the Löwdin charge.
Cartesian coordinates (Å):
H: -3.583 -1.258 1.800  -0.1931
P: -3.018 -1.239 0.517  0.6261
N: -1.465 -1.274 0.900  -0.6094
P: -0.094 -0.772 -0.506  0.7646
C: -0.527 0.987 -0.848  -0.5133
C: 0.607 1.825 -1.308  -0.1965
N: 1.153 -0.494 0.668  -0.6205
P: 1.995 -1.789 1.571  0.7355
H: -1.437 0.973 -1.571  0.0954
H: -0.981 1.230 0.159  0.0639
H: 1.452 1.818 -0.691  0.0358
H: 1.025 1.659 -2.318  0.0807
H: 0.194 2.832 -1.474  0.0772
H: 0.929 0.302 1.203  -0.0214
H: 2.844 -2.169 0.609  -0.1755
H: 0.906 -2.630 1.288  -0.1495

LUMO energy, eV: -0.31
E_tot, eV: -33064.2907
Charge: 0
HOMO, eV: -8.44
HOMO-LUMO gap, eV: 8.13
SMILES: [H]/P=N/P(CC)NP



[8]
Entry from OMol25: an isolated molecule of C26H29N3O4S (ωB97M-V with the def2-TZVPD basis set).

Each line ends with the Löwdin charge.
Cartesian coordinates (Å):
C: -0.221 -4.717 0.990  -0.0864
O: 0.753 -4.389 0.031  -0.0943
C: 1.563 -3.315 0.273  -0.3033
C: 1.508 -2.503 1.395  -0.0208
C: 2.353 -1.411 1.516  -0.0455
C: 3.285 -1.088 0.528  -0.2259
N: 4.153 -0.007 0.637  -0.0968
C: 4.576 0.708 -0.556  -0.1198
C: 4.098 2.175 -0.505  -0.1055
N: 2.847 2.222 0.219  -0.0343
C: 1.689 2.365 -0.464  -0.4003
O: 1.679 2.620 -1.658  0.0562
C: 0.406 2.194 0.283  -0.1393
C: -0.502 3.244 0.339  -0.0045
C: -1.755 3.049 0.892  -0.0241
C: -2.119 1.809 1.399  -0.2258
C: -3.526 1.555 1.865  -0.1868
N: -4.312 1.185 0.694  -0.1170
S: -4.103 -0.400 0.156  0.6642
O: -5.282 -0.703 -0.604  -0.2898
O: -3.779 -1.261 1.265  -0.3030
C: -2.683 -0.307 -0.916  -0.2976
C: -1.820 -1.383 -0.942  -0.0549
C: -0.672 -1.319 -1.712  -0.0160
C: -0.384 -0.177 -2.451  -0.2519
C: 0.873 -0.075 -3.254  -0.0305
C: -1.286 0.885 -2.432  -0.0171
C: -2.440 0.822 -1.673  -0.0510
C: -1.203 0.766 1.357  -0.0286
C: 0.044 0.950 0.788  -0.0204
C: 2.999 1.937 1.628  -0.1028
C: 4.105 0.864 1.784  -0.1363
C: 3.367 -1.953 -0.571  -0.0197
C: 2.521 -3.031 -0.700  -0.0133
H: -0.753 -5.578 0.587  0.0956
H: 0.235 -4.991 1.948  0.0968
H: -0.929 -3.897 1.147  0.0847
H: 0.802 -2.693 2.188  0.1085
H: 2.260 -0.814 2.409  0.1037
H: 4.142 0.233 -1.435  0.1076
H: 5.670 0.677 -0.642  0.1249
H: 4.825 2.818 0.001  0.1256
H: 3.925 2.557 -1.511  0.1228
H: -0.227 4.205 -0.069  0.1216
H: -2.464 3.863 0.914  0.1163
H: -3.959 2.457 2.302  0.1269
H: -3.544 0.743 2.604  0.1148
H: -5.302 1.349 0.796  0.1063
H: -2.052 -2.249 -0.343  0.1066
H: 0.011 -2.154 -1.727  0.1039
H: 1.551 -0.891 -3.017  0.0686
H: 1.360 0.876 -3.049  0.0589
H: 0.644 -0.109 -4.319  0.0879
H: -1.063 1.773 -3.004  0.1248
H: -3.139 1.642 -1.639  0.1176
H: -1.483 -0.201 1.746  0.1152
H: 0.722 0.114 0.705  0.0968
H: 3.292 2.853 2.160  0.1285
H: 2.049 1.594 2.036  0.1061
H: 3.960 0.286 2.695  0.1179
H: 5.083 1.350 1.857  0.1230
H: 4.118 -1.797 -1.330  0.1089
H: 2.592 -3.683 -1.557  0.1225

LUMO energy, eV: 0.60
E_tot, eV: -50928.1780
Charge: 0
HOMO, eV: -7.57
HOMO-LUMO gap, eV: 8.18
SMILES: COc1ccc(N2CCN(C(=O)c3ccc(CNS(=O)(=O)c4ccc(C)cc4)cc3)CC2)cc1



Computed values of energy relative to the best compared isomer or geometry (same formula, charge and spin) (unit: kcal/mol) for the preceding records, in sequence: 91.6; 88.3; 50.6; 7.0; 44.3; 60.3; 5.3; 40.0.